# 1
The following is a DFT calculation (the ωB97M-V functional and the def2-TZVPD basis) of a single C5H11N molecule at a distorted geometry.

CARTESIAN COORDINATES (ANGSTROEM)
1 C 0.55472 1.90804 0.44150
2 C -0.49833 1.57805 -0.53877
3 C -0.24348 0.41143 -1.39872
4 C -0.02230 -0.91291 -0.70114
5 C -0.07005 -0.98442 0.64547
6 N 0.18697 -2.17539 1.36379
7 H 0.42071 2.87193 0.81591
8 H 1.54483 1.54387 0.12963
9 H 0.36377 1.28183 1.37752
10 H -1.50897 1.50789 -0.20134
11 H -0.58609 2.22431 -1.40886
12 H -1.11646 0.26993 -2.10226
13 H 0.69401 0.55423 -1.96493
14 H 0.39158 -1.57547 -1.42361
15 H -0.08611 -0.05278 1.23283
16 H 0.15222 -3.15238 0.97733
17 H 0.09835 -2.24676 2.33120

Its SMILES is CCC/C=C/N. The strongest force on any atom comes out at 0.0608 hartree/bohr. Its total charge is 0. The value obtained for the LUMO energy is 1.182 eV. The value obtained for the HOMO-LUMO gap is 0.3230 hartree. The highest occupied orbital energy comes out at -7.6 eV. The calculation puts the electronic energy at -6851.488 eV.

Results of the Löwdin charge analysis, in e, for atoms 1 through 5: atom 1 (C): -0.1040, atom 2 (C): -0.3174, atom 3 (C): -0.2804, atom 4 (C): -0.1202, atom 5 (C): -0.1933

# 2
The following is a DFT calculation (the ωB97M-V functional and the def2-TZVPD basis) of a single C5H11N molecule at a distorted geometry.

CARTESIAN COORDINATES (ANGSTROEM)
1 C 1.58509 0.57802 -1.52867
2 C 0.07969 0.16398 -1.38463
3 C -0.65653 0.56025 -0.10152
4 C -1.65425 -0.35013 0.53372
5 C -0.42184 0.04606 1.29508
6 H 1.68726 1.66371 -1.71124
7 H 1.98023 0.09342 -2.50454
8 H 2.30241 0.37742 -0.72717
9 H 0.10547 -0.94965 -1.46500
10 H -0.43548 0.58612 -2.24000
11 H -0.74990 1.61096 -0.10933
12 H -1.77564 -1.35582 0.16013
13 H -2.56524 0.21390 0.71726
14 H -0.45386 0.72527 2.13529
15 H 1.63038 -0.61502 1.29804
16 H 0.46346 -1.59849 2.16330
17 N 0.60256 -0.96298 1.34277

Its SMILES is CC[C@H]1C[C@H]1N. The strongest force on any atom comes out at 0.0545 hartree/bohr. Its total charge is 0. The value obtained for the LUMO energy is 1.157 eV. The value obtained for the HOMO-LUMO gap is 0.3745 hartree. The highest occupied orbital energy comes out at -9.0 eV. The calculation puts the electronic energy at -6852.009 eV.

Results of the Löwdin charge analysis, in e, for atoms 1 through 5: atom 1 (C): -0.1188, atom 2 (C): -0.2169, atom 3 (C): -0.2829, atom 4 (C): -0.0763, atom 5 (C): -0.3509

# 3
The following is a DFT calculation (the ωB97M-V functional and the def2-TZVPD basis) of a gas-phase ion, C5H11N2 (charge +1) at a distorted geometry.

CARTESIAN COORDINATES (ANGSTROEM)
1 C 0.40696 0.90288 -0.34339
2 C 2.38640 -0.12732 0.32135
3 C -1.60729 -1.06560 0.38059
4 C 1.45216 0.21560 -0.95109
5 C -2.14482 0.26844 -0.24843
6 N -1.17591 1.35290 -0.37904
7 N -0.17032 1.32130 0.72891
8 H 3.10103 -0.73281 -0.13068
9 H 1.74560 -0.72321 0.93257
10 H 2.73920 0.76248 0.76647
11 H -0.75953 -1.55047 -0.17133
12 H -1.27056 -1.02330 1.35738
13 H -2.38337 -1.76581 0.24631
14 H 1.32477 -0.56313 -1.69228
15 H 1.98736 0.97725 -1.49582
16 H -2.47019 0.01828 -1.34497
17 H -3.05617 0.56290 0.27125
18 H -0.10532 1.16963 1.75218

Its SMILES is CCC1=[NH+]N1CC. The strongest force on any atom comes out at 0.1452 hartree/bohr. Its total charge is +1. The value obtained for the LUMO energy is -5.093 eV. The value obtained for the HOMO-LUMO gap is 0.3525 hartree. The highest occupied orbital energy comes out at -14.7 eV. The calculation puts the electronic energy at -8331.793 eV.

Results of the Löwdin charge analysis, in e, for atoms 1 through 5: atom 1 (C): -0.0782, atom 2 (C): 0.0029, atom 3 (C): -0.0700, atom 4 (C): -0.1010, atom 5 (C): -0.2124

# 4
The following is a DFT calculation (the ωB97M-V functional and the def2-TZVPD basis) of a gas-phase ion, C5H11N2 (charge +1) at a distorted geometry.

CARTESIAN COORDINATES (ANGSTROEM)
1 C -0.22935 0.12609 1.78973
2 C -0.68807 1.21282 0.84037
3 C -1.05971 0.89942 -0.56955
4 C -0.96518 -0.29264 -1.16728
5 N 0.30353 -1.01731 -1.21254
6 C 0.86662 -1.09893 -2.33671
7 N 1.10462 -0.44642 1.33384
8 H -0.21603 0.44679 2.82759
9 H -0.91572 -0.72983 1.67337
10 H -1.56785 1.75305 1.20049
11 H 0.02706 2.04941 0.86561
12 H -1.56915 1.70134 -1.10895
13 H -1.59167 -0.57887 -2.00518
14 H 0.41616 -0.90044 -3.31226
15 H 1.84965 -1.54308 -2.45962
16 H 1.76509 0.32889 1.42212
17 H 1.03987 -0.71407 0.28027
18 H 1.43016 -1.19621 1.93868

Its SMILES is C=N/C=C\CC[NH3+]. The strongest force on any atom comes out at 0.0485 hartree/bohr. Its total charge is +1. The value obtained for the LUMO energy is -3.144 eV. The value obtained for the HOMO-LUMO gap is 0.3575 hartree. The highest occupied orbital energy comes out at -12.9 eV. The calculation puts the electronic energy at -8335.109 eV.

Results of the Löwdin charge analysis, in e, for atoms 1 through 5: atom 1 (C): -0.1356, atom 2 (C): -0.1915, atom 3 (C): -0.0719, atom 4 (C): -0.1076, atom 5 (N): -0.0546

# 5
The following is a DFT calculation (the ωB97M-V functional and the def2-TZVPD basis) of a gas-phase ion, C5H11N2 (charge +1) at a distorted geometry.

CARTESIAN COORDINATES (ANGSTROEM)
1 C -0.85760 0.90067 -0.37314
2 C 0.78985 1.91328 1.10997
3 C -1.36281 -0.48805 -0.59687
4 C -0.28937 1.13144 1.06898
5 C 0.36455 -1.64466 0.53520
6 N 1.62957 -1.50707 0.53816
7 N -0.20648 -1.46981 -0.83983
8 H -0.20468 1.29688 -1.21521
9 H -1.63316 1.52774 -0.50006
10 H 1.24465 2.34821 0.32439
11 H 1.15485 2.02753 2.07958
12 H -1.93990 -0.74665 0.22408
13 H -2.01711 -0.67223 -1.54245
14 H -0.79628 0.55570 1.73068
15 H 2.04786 -1.61446 1.46500
16 H 2.28023 -1.26970 -0.27528
17 H -0.63175 -2.38486 -1.20173
18 H 0.49069 -1.29805 -1.49117

The strongest force on any atom comes out at 0.1224 hartree/bohr. Its total charge is +1. The value obtained for the LUMO energy is -3.613 eV. The value obtained for the HOMO-LUMO gap is 0.3622 hartree. The highest occupied orbital energy comes out at -13.5 eV. The calculation puts the electronic energy at -8333.072 eV.

Results of the Löwdin charge analysis, in e, for atoms 1 through 5: atom 1 (C): -0.1852, atom 2 (C): 0.0436, atom 3 (C): -0.1388, atom 4 (C): -0.1232, atom 5 (C): -0.0711

# 6
The following is a DFT calculation (the ωB97M-V functional and the def2-TZVPD basis) of 2 unconnected molecules or ions with the total composition C5H11N2 at a distorted geometry.

CARTESIAN COORDINATES (ANGSTROEM)
1 C -2.01412 2.57877 0.45918
2 C -0.63584 2.04921 0.65225
3 C -0.04806 1.05575 0.08723
4 C 0.04067 -3.33547 0.30934
5 C 1.53794 0.10932 -1.41141
6 N 0.80657 -2.46446 0.79400
7 N 0.62403 0.07079 -0.28806
8 H -2.51586 2.10897 -0.37936
9 H -1.97791 3.65689 0.31111
10 H -0.02864 2.56998 1.39043
11 H -0.73511 -3.02376 -0.38344
12 H -2.58611 2.39214 1.36864
13 H 0.07824 -4.39984 0.51901
14 H 1.15246 -0.50868 -2.22256
15 H 2.49877 -0.29842 -1.10019
16 H 1.67397 1.12895 -1.76923
17 H 1.51617 -2.79984 1.44112
18 H 0.61284 -0.89031 0.22194

The strongest force on any atom comes out at 0.0200 hartree/bohr. Its total charge is +1. The value obtained for the LUMO energy is -3.489 eV. The value obtained for the HOMO-LUMO gap is 0.3988 hartree. The highest occupied orbital energy comes out at -14.3 eV. The calculation puts the electronic energy at -8335.211 eV.

Results of the Löwdin charge analysis, in e, for atoms 1 through 5: atom 1 (C): -0.0522, atom 2 (C): -0.0656, atom 3 (C): 0.0208, atom 4 (C): -0.0397, atom 5 (C): -0.0163

# 7
The following is a DFT calculation (the ωB97M-V functional and the def2-TZVPD basis) of a gas-phase ion, C5H11N2 (charge +1) at a distorted geometry.

CARTESIAN COORDINATES (ANGSTROEM)
1 C 2.45318 -0.52254 0.43704
2 C -0.09124 -0.92823 -0.07208
3 C -2.17084 0.52706 0.20477
4 C 1.36800 -0.66957 -0.69350
5 C 1.76566 0.59980 -0.24837
6 N 1.28652 1.75243 -0.02819
7 N -0.85208 0.26648 -0.44713
8 H 2.21034 -0.73843 1.54268
9 H 3.47372 -0.89379 0.27070
10 H -0.59158 -1.96714 -0.51150
11 H -0.05647 -1.16449 0.95924
12 H -2.75780 -0.43801 0.19026
13 H -2.62519 1.24176 -0.40768
14 H 1.88788 -1.11959 -1.53169
15 H 1.70639 2.47666 0.52000
16 H -2.01296 0.95503 1.14225
17 H -0.13653 1.13220 -0.35354
18 H -1.08646 0.30743 -1.45868

Its SMILES is [H]/N=C1\C[C@H]1C[NH2+]C. The strongest force on any atom comes out at 0.1080 hartree/bohr. Its total charge is +1. The value obtained for the LUMO energy is -3.435 eV. The value obtained for the HOMO-LUMO gap is 0.3824 hartree. The highest occupied orbital energy comes out at -13.8 eV. The calculation puts the electronic energy at -8333.972 eV.

Results of the Löwdin charge analysis, in e, for atoms 1 through 5: atom 1 (C): 0.0017, atom 2 (C): -0.0848, atom 3 (C): 0.0175, atom 4 (C): -0.1396, atom 5 (C): -0.3308